ORCA calculation (ωB97M-V/def2-TZVPD) on a 2-piece molecular cluster, C10H12FNO2S overall in a non-equilibrium geometry.

```
27
Properties=species:S:1:pos:R:3:mulliken_charge:R:1
C -4.534 -0.593 -0.050 -0.521
C -3.699 -1.650 0.030 -0.401
C -3.978 0.652 -0.054 -0.205
C -2.319 -1.461 -0.169 -0.450
C -2.585 0.908 0.013 -0.701
C -1.751 -0.161 -0.246 0.994
C -0.358 -0.026 -0.621 -0.391
C 0.355 1.039 -0.690 0.234
C 3.666 1.560 -0.797 -0.929
C 2.418 -0.371 1.732 -1.058
N 2.610 0.482 -1.063 -0.454
O 4.302 -0.979 -0.023 -0.666
O 1.917 -1.740 -0.349 -0.699
F 0.444 2.318 -0.675 -0.191
S 2.860 -0.729 0.009 1.147
H -5.548 -0.633 -0.225 0.459
H -4.175 -2.648 0.179 0.311
H -4.802 1.600 -0.028 0.149
H -1.634 -2.364 -0.149 0.290
H -2.115 1.843 0.079 0.450
H 0.234 -0.959 -0.835 0.534
H 4.585 1.177 -1.171 0.347
H 3.433 2.381 -1.528 0.297
H 3.545 1.847 0.215 0.366
H 1.371 -0.356 1.857 0.322
H 2.735 -1.388 2.284 0.307
H 3.023 0.250 2.275 0.459
```

Values from the calculation:
HOMO energy (alpha / beta)	-9.3 / -9.3	eV
ΔE to the lowest compared entry with this formula, charge and spin	388.9	kJ/mol
electronic energy	-1091.30407	Eh
frontier orbital gap (alpha / beta)	8.6 / 8.6	eV